1.
Density functional theory data (wB97M-V/def2-TZVPD) for a molecular structure, C5H8 at a distorted geometry.

XYZ file:
```
13
Properties=species:S:1:pos:R:3:forces:R:3
C 0.379992 0.996946 2.245333 -0.032 0.740 -1.715
C -0.727825 -0.357369 0.492508 1.110 -0.277 -2.968
C 0.240858 0.638710 0.927778 0.959 0.337 1.185
C 0.314994 -0.456558 -1.863144 -0.975 -0.001 -2.808
C -0.687108 -0.914657 -0.771362 1.489 1.640 1.485
H -0.376760 0.466213 -2.643975 2.524 -2.685 2.486
H 1.395023 -0.065705 -1.505907 -2.805 -0.880 -1.063
H -1.441842 -0.555218 1.238490 -1.005 -0.920 0.577
H -0.334569 0.594030 3.025200 1.150 0.710 -0.878
H 1.138871 1.828619 2.420966 -1.155 -1.448 0.427
H -1.285292 -1.754592 -1.078567 -0.542 0.074 0.155
H 0.970437 1.000238 0.155165 -0.860 -0.068 1.064
H 0.413220 -1.420656 -2.642486 0.142 2.775 2.051
```
Positions in Å, forces in eV/Å.

Summary:
Maximum force   0.086 hartree/bohr
Relative energy (zero: lowest compared OMol25 entry of this formula, charge and spin)   2.586 eV
Electronic energy   -195.1970 hartree

2.
Density functional theory data (wB97M-V/def2-TZVPD) for C5H8 in the gas phase at a distorted geometry.

XYZ file:
```
13
Properties=species:S:1:pos:R:3:forces:R:3
C 0.046241 0.137147 -0.092573 0.039 1.237 -0.267
C 1.083155 -0.142708 -1.159092 -0.037 -0.094 -0.324
C 0.451757 -0.413197 1.304543 -0.035 0.445 -0.069
C -2.458242 0.818284 -0.055620 0.076 -0.894 -0.518
C -1.338409 0.340789 -0.289352 -1.090 -1.116 0.124
H 2.006338 0.380638 -0.871934 -0.196 -0.168 -0.141
H -3.345237 0.219819 -0.043852 -0.704 0.359 0.100
H -0.415125 -0.642844 1.934624 0.121 0.233 -0.274
H 1.331150 -1.201451 -1.272123 -0.177 0.038 0.036
H -0.223366 1.291362 -0.394465 2.113 -0.403 1.712
H 1.080447 0.303162 1.833591 0.015 -0.001 0.057
H 0.742023 0.255566 -2.113621 0.147 -0.090 -0.119
H 1.039270 -1.346568 1.219874 -0.273 0.454 -0.317
```
Positions in Å, forces in eV/Å.

Summary:
Maximum force   0.053 hartree/bohr
Relative energy (zero: lowest compared OMol25 entry of this formula, charge and spin)   3.701 eV
SMILES   C#CC(C)C
Electronic energy   -195.1560 hartree

3.
Density functional theory data (wB97M-V/def2-TZVPD) for C5H8 in the gas phase at a distorted geometry.

XYZ file:
```
13
Properties=species:S:1:pos:R:3:forces:R:3
C -0.714803 0.492590 0.471587 -0.058 -0.169 -0.022
C 2.507212 0.093383 -0.640177 0.062 0.629 0.792
C 1.672438 -0.088145 0.209492 0.570 0.562 -0.359
C 0.452420 -0.458156 0.881599 0.035 -0.440 -0.170
C -1.486861 -0.064804 -0.715120 -0.035 -0.083 -0.089
H -0.315535 1.485843 0.204475 0.080 -0.447 0.187
H 0.500302 -0.607421 1.958796 0.388 0.362 0.043
H 0.504529 -1.486039 0.470711 -1.615 0.024 0.232
H -1.922629 -1.032848 -0.447521 -0.014 0.103 -0.131
H -1.395722 0.670455 1.314993 0.204 -0.250 -0.090
H 3.296721 0.609405 -1.113201 0.371 -0.181 -0.508
H -2.293878 0.603151 -1.037483 0.162 -0.110 0.065
H -0.804195 -0.217410 -1.558157 -0.151 -0.001 0.050
```
Positions in Å, forces in eV/Å.

Summary:
Maximum force   0.032 hartree/bohr
Relative energy (zero: lowest compared OMol25 entry of this formula, charge and spin)   1.852 eV
SMILES   C#CCCC
Electronic energy   -195.2240 hartree

4.
Density functional theory data (wB97M-V/def2-TZVPD) for C5H8 in the gas phase at a distorted geometry.

XYZ file:
```
13
Properties=species:S:1:pos:R:3:forces:R:3
C -0.152187 -0.673505 0.869342 -0.909 -1.619 0.173
C -0.483942 1.167323 -0.809402 0.023 -1.094 1.141
C -1.233519 -0.306288 -0.079324 0.144 3.550 -2.001
C 1.137762 -0.374767 0.105678 -0.137 -0.029 0.197
C 0.802512 0.997234 -0.491781 0.024 -0.537 0.276
H 1.268463 -1.097098 -0.715521 0.097 0.162 0.169
H -1.256456 -1.061855 -0.875121 -0.212 0.317 0.007
H 2.060229 -0.353197 0.694764 -0.258 -0.144 0.052
H 1.614977 1.728755 -0.543639 -0.413 -0.149 -0.595
H -0.683794 -1.699105 0.938000 2.465 0.370 1.035
H -2.199196 -0.294154 0.460425 0.245 0.709 -0.798
H -0.156000 -0.137024 1.834275 -0.312 -0.251 -0.470
H -0.718850 2.103684 -1.387692 -0.757 -1.287 0.815
```
Positions in Å, forces in eV/Å.

Summary:
Maximum force   0.079 hartree/bohr
Relative energy (zero: lowest compared OMol25 entry of this formula, charge and spin)   1.978 eV
SMILES   C1=CCCC1
Electronic energy   -195.2193 hartree

5.
Density functional theory data (wB97M-V/def2-TZVPD) for a molecular structure, C5H89BIO41P2S at a distorted geometry.

XYZ file:
```
140
Properties=species:S:1:pos:R:3:forces:R:3
I -2.669209 2.877882 4.648658 0.164 0.113 0.099
S 1.753790 -1.094322 0.673850 0.301 0.224 0.151
P -0.509048 -1.567757 3.217819 0.643 -0.483 0.681
P -0.105677 -0.497640 1.356308 0.143 0.052 -0.333
O 1.065143 6.812431 -2.815474 0.072 0.058 -0.237
O -1.956070 -5.564413 -5.080481 0.029 0.188 -0.081
O 2.109876 -1.569523 -3.503590 0.372 -0.493 0.259
O -3.235027 -7.286949 -3.154095 0.043 -0.222 0.389
O 2.650753 -5.879977 -4.689396 0.193 0.165 0.135
O -0.187014 -2.974357 2.999540 -0.070 -0.784 -0.675
O -4.125397 8.057909 -2.214531 -0.009 -0.052 0.014
O 0.449690 -0.871995 4.251981 0.130 0.305 0.019
O 5.921535 5.586102 6.532546 0.090 0.202 0.184
O -1.817289 -4.953420 -1.605583 0.437 0.163 0.015
O -2.506842 -4.711496 1.706386 1.063 -0.310 -0.016
O 0.940880 -4.446712 -2.702491 0.426 0.287 0.264
O 8.752002 6.333685 5.660236 -0.026 -0.139 0.031
O 0.475193 5.843517 4.923098 -0.103 -0.137 0.080
O -1.086697 -2.277244 -0.635124 0.776 0.330 0.118
O 0.377309 7.154329 7.774425 -0.062 -0.108 0.011
O -2.498173 1.137236 -4.307024 -0.058 -0.150 0.000
O -4.761158 -3.661402 1.374764 -0.422 -0.122 -0.339
O 7.480073 3.496578 8.235038 0.066 0.025 0.197
O -6.778810 1.625525 -0.977383 0.140 0.001 0.212
O -1.613751 4.754099 0.336893 0.128 -0.292 0.250
O -3.957967 1.891117 -1.899896 -0.152 -0.019 -0.257
O 5.432788 2.347133 3.210423 -0.024 -0.252 -0.164
O -4.327511 -9.665661 -1.728592 0.372 0.163 0.323
O -2.173258 4.121704 -2.292040 0.156 -0.114 -0.287
O 0.303566 -3.834341 7.418273 0.172 -0.153 -0.054
O 7.469699 3.451848 5.254538 0.049 -0.170 0.002
O 3.241936 -3.465599 -6.844256 -0.066 -0.241 0.386
O -1.104257 -1.737752 6.402271 -0.452 0.130 -0.326
O 3.673288 -1.469578 -8.773228 -0.093 0.270 0.024
O -1.459403 -8.671871 -1.161824 -0.038 0.244 0.108
O 2.577068 6.529046 -0.475165 -0.095 -0.067 0.043
O 2.694039 2.874648 3.078438 -0.633 -0.154 -0.185
O -1.679202 6.971162 -4.013121 0.069 -0.154 0.107
O 8.106048 0.834148 2.487112 -0.002 -0.001 -0.017
O 5.564215 -2.256329 -10.878169 -0.018 0.038 -0.087
O -3.267057 -1.750885 -4.554208 0.129 -0.095 0.296
O -4.444367 -4.417820 -3.162994 1.214 0.278 -1.143
O 0.603033 0.359261 -4.165122 -0.504 0.767 0.025
O -1.979103 -1.295542 3.666731 -0.375 0.439 0.156
O -5.917876 -4.013752 -1.545588 -3.357 0.971 3.251
C 0.012319 1.280754 1.553786 -0.019 0.301 0.342
C -3.794936 -0.406403 0.773685 -0.296 0.166 -0.502
C -0.880539 2.471954 3.552384 -0.266 -0.065 -0.222
C -2.722732 -0.415346 -0.341588 -0.304 0.134 0.340
C -1.255989 1.860694 2.217829 0.278 -0.232 -0.008
B -1.420530 -1.112016 0.020210 -0.612 -0.293 -0.600
H 0.238334 1.726006 0.589232 -0.084 -0.003 -0.241
H -1.039676 -5.367406 -5.300579 0.022 -0.104 0.050
H -5.694381 -3.851748 -0.619906 0.337 0.010 0.386
H -3.873281 -8.982109 -2.243492 -0.396 0.029 -0.464
H 2.155060 -5.408359 -4.012952 -0.231 -0.058 -0.212
H 0.694237 -4.080150 6.572475 -0.012 -0.037 0.009
H -3.950360 -4.227476 1.416697 -0.534 0.423 0.135
H -2.901449 -7.080958 -2.273446 0.118 0.131 -0.108
H -1.646856 4.462251 -0.593325 -0.125 0.171 -0.060
H -3.626003 -4.609357 -2.696551 0.027 -0.296 -0.153
H 1.568449 -4.962517 -2.181275 0.011 0.069 0.037
H -5.084662 7.983092 -2.219088 0.011 0.001 -0.069
H -5.156634 -4.291489 -2.424132 2.057 -0.535 -2.119
H -6.854299 -4.239966 -1.560517 0.004 -0.062 -0.127
H -2.469107 -5.254858 -5.834130 -0.056 0.000 0.059
H -0.527766 7.262237 8.080426 0.025 0.044 0.013
H -3.822949 0.510836 1.346659 0.326 0.081 0.342
H -1.695729 2.589117 1.547003 -0.217 0.108 -0.026
H -4.751128 -0.440215 0.262141 -0.239 -0.109 0.012
H 0.298234 6.805125 6.878509 0.104 0.067 -0.123
H -2.774993 3.384880 -2.470007 -0.148 0.019 0.271
H -3.395054 -1.184885 -3.785383 -0.152 -0.174 0.078
H -2.554209 7.293048 -3.761633 -0.018 0.064 0.065
H -7.736215 1.538098 -0.933038 0.006 -0.005 -0.148
H -3.745916 -1.288564 1.400984 -0.056 -0.015 0.282
H 2.024069 6.740664 -2.890085 -0.010 -0.084 0.053
H -4.913720 1.818028 -1.770144 -0.089 0.107 -0.037
H -1.293561 -5.438438 -0.954872 -0.329 -0.178 0.134
H 2.399483 5.962274 0.280893 0.058 0.014 0.010
H -5.296307 -3.973838 2.111331 -0.122 0.095 -0.072
H 7.264019 2.658426 7.814192 -0.018 0.056 -0.084
H 6.268427 5.827007 7.400280 -0.037 -0.218 0.072
H -1.922601 -4.057047 -1.258366 0.007 -0.081 0.060
H 2.265702 -1.287917 -4.411137 0.311 -0.369 0.015
H 8.807243 0.722310 1.837361 -0.025 0.025 -0.015
H 0.499602 -1.439135 5.047340 0.051 0.304 0.170
H 0.096289 -4.572083 -2.255460 -0.521 -0.220 -0.283
H 5.713840 -1.933554 -11.772720 0.073 0.016 0.031
H 4.970726 5.522495 6.671657 -0.021 0.024 -0.175
H -1.273034 6.726207 -3.173258 -0.029 0.042 0.021
H 4.590618 -1.311832 -9.029446 -0.016 -0.176 -0.161
H 0.625440 5.922694 3.975269 0.054 0.105 0.031
H 5.855994 2.118675 4.046537 0.158 0.316 0.005
H -4.893531 -9.169697 -1.128686 -0.112 -0.051 -0.087
H 0.798480 7.301707 -3.603577 -0.128 0.025 0.065
H -0.215692 5.178089 5.010249 -0.034 0.020 0.005
H -3.805386 1.587374 -2.809720 0.216 -0.086 0.003
H 8.109904 3.948956 4.733915 0.004 -0.003 0.017
H 1.640240 -2.408921 -3.592712 0.052 -0.199 0.090
H 3.168750 -1.058906 -9.482517 0.012 -0.037 -0.018
H 1.709510 6.691504 -0.868981 0.002 0.054 0.025
H 7.061085 4.120173 5.826641 -0.114 -0.100 -0.049
H -2.998787 -6.509108 -3.681629 -0.039 -0.158 -0.192
H -0.294969 1.763227 4.122572 0.051 0.002 0.331
H -2.119194 -4.781970 2.587511 -0.035 -0.033 0.019
H -1.966416 1.068777 2.433016 -0.333 -0.085 -0.209
H -3.899843 8.243640 -1.297657 0.069 0.020 -0.036
H 4.160758 -3.305761 -7.077384 -0.019 0.057 -0.027
H 8.514210 0.603330 3.327843 -0.028 0.055 0.016
H 3.113799 2.636023 3.909799 0.129 0.077 -0.041
H 8.413538 3.617189 8.031161 -0.015 0.003 -0.034
H -2.349402 -8.989835 -0.957092 0.093 -0.274 0.028
H -1.065576 -1.137271 7.155443 0.026 0.066 -0.046
H -1.825991 4.387666 -3.151176 -0.008 0.153 0.045
H 7.802645 6.256892 5.815669 -0.054 0.153 -0.083
H 6.141453 2.224914 2.566780 0.072 -0.066 0.095
H -2.587425 0.587414 -0.746672 0.053 0.232 0.099
H -1.550835 1.309851 -4.383138 0.081 -0.071 0.149
H 1.129838 -0.045585 -3.458786 -0.181 -0.044 -0.287
H 3.132173 -5.174895 -5.140239 -0.079 -0.070 -0.260
H -1.333202 -8.919508 -2.084832 -0.001 0.028 -0.005
H -6.517053 1.882153 -0.086470 -0.056 0.018 0.003
H -3.138466 -0.992720 -1.162799 0.052 -0.108 -0.251
H -0.511446 -2.068806 -1.392708 0.048 -0.499 -0.026
H -2.028973 -1.344810 4.650389 -0.142 0.129 -0.038
H 1.459078 -2.386468 0.482095 -0.255 -0.103 0.048
H 1.093635 0.165507 -4.968263 -0.173 0.195 -0.061
H 0.862314 1.497907 2.199645 0.403 -0.114 -0.009
H -2.537638 4.843382 0.588991 0.002 0.101 -0.080
H -1.346339 -2.590383 6.789093 0.311 -0.070 0.075
H -0.323555 3.389912 3.430243 0.083 0.170 0.043
H 9.124231 6.620292 6.499506 0.025 0.040 -0.041
H 2.759722 -3.034390 -7.556896 0.136 0.081 -0.054
H 5.139185 -3.112049 -10.997436 -0.002 0.004 0.062
H 3.408554 2.754607 2.442904 0.212 0.063 0.206
H -1.921067 -4.086875 1.262352 0.094 -0.045 0.042
H 0.850483 -4.288878 8.068311 -0.117 -0.006 0.079
H -2.607690 0.274526 -4.732144 0.025 0.120 -0.156
H -3.510346 -2.640404 -4.232916 -0.201 0.038 -0.096
```
Positions in Å, forces in eV/Å.

Summary:
Net charge   +1
Maximum force   0.093 hartree/bohr
Electronic energy   -4732.0903 hartree

6.
Density functional theory data (wB97M-V/def2-TZVPD) for a molecular structure, C5H8AlF3NO2S.

XYZ file:
```
21
Properties=species:S:1:pos:R:3:forces:R:3
S -2.032559 -0.597312 -1.504023 0.258 0.120 -0.206
Al -4.050212 0.687873 -1.055240 -0.241 0.189 0.081
F -0.747812 1.462073 -2.736018 -0.001 -0.168 0.125
F 0.525296 -0.037600 -1.816571 0.140 0.008 -0.212
F -0.510321 1.397286 -0.579662 -0.111 0.123 -0.093
O -1.500112 -1.357424 -0.373776 -0.115 -0.157 -0.025
O -2.044706 -1.220034 -2.824417 0.012 -0.134 0.161
N 1.503692 0.257330 1.219962 0.005 0.014 0.047
C -0.622666 0.628539 -1.694002 -0.102 0.238 0.053
C 2.881851 -1.446735 1.506452 0.022 0.070 0.048
C 3.405172 -0.315738 2.194917 0.025 -0.009 -0.022
C 2.529870 0.721376 1.993308 -0.013 -0.031 0.002
C 1.706382 -1.055136 0.917822 -0.001 -0.112 -0.052
H -4.970449 0.347151 -2.314690 0.032 -0.018 0.009
H -4.535541 0.102383 0.350288 0.033 -0.006 -0.019
H 0.720061 0.794678 0.888335 0.067 -0.067 0.038
H 4.318589 -0.266893 2.765490 -0.002 0.002 0.001
H 0.997781 -1.591262 0.307220 -0.020 0.023 0.046
H -3.447694 2.176293 -1.023135 0.022 -0.082 -0.007
H 2.554774 1.743175 2.332177 -0.001 -0.004 0.008
H 3.318602 -2.430024 1.445566 -0.008 0.000 0.016
```
Positions in Å, forces in eV/Å.

Summary:
Net charge   -1
Maximum force   0.007 hartree/bohr
Electronic energy   -1340.8310 hartree